Here is C22H42N6O3P2Pd as an isolated structure from the Open Molecules 2025 dataset. Energies are from the ωB97M-V functional and the def2-TZVPD basis.

CARTESIAN COORDINATES (ANGSTROEM)
H: -4.031 2.351 -2.652
H: 3.580 3.735 0.834
H: -3.857 3.414 0.579
C: -3.186 1.858 -3.122
H: -0.485 -3.624 0.607
H: -4.941 -0.043 -1.470
H: -0.604 1.500 -3.062
C: -1.181 0.619 -2.767
H: 3.855 -3.618 1.000
H: 5.092 -0.213 0.832
H: -0.516 0.052 -2.080
H: -1.746 -4.471 -0.310
H: -2.541 -2.025 3.331
C: 1.633 1.191 -0.622
H: -2.528 2.628 -3.536
C: -4.552 -2.523 0.694
C: 2.540 -1.829 0.800
H: 2.991 0.755 1.286
H: 2.452 -1.134 -0.037
C: -2.238 -2.317 -1.939
P: -2.060 -1.499 0.694
H: -2.980 -3.116 -2.067
H: -5.238 -1.677 0.834
P: -2.696 1.261 -0.542
C: 3.542 3.581 -2.540
N: 4.701 -1.952 1.949
H: 3.094 3.010 -3.343
H: -4.178 -1.379 3.104
C: 3.913 -2.545 0.813
H: 2.327 -1.386 4.095
N: -4.299 1.677 -0.471
O: -1.879 2.197 0.230
C: -4.724 2.907 0.166
C: -3.500 -2.207 2.855
H: 3.204 0.551 3.039
H: -0.273 -3.909 -1.132
H: 4.482 -2.371 -0.100
H: -3.552 1.244 -3.950
H: 5.108 5.608 0.338
C: -5.356 0.841 -0.987
H: 4.609 4.891 -3.850
H: -1.387 0.017 -3.658
H: -6.024 0.512 -0.183
C: 4.393 4.637 -2.819
C: 3.822 3.982 -0.192
N: -1.604 -2.381 -0.638
H: -5.431 2.698 0.976
H: -5.053 -3.430 1.040
C: 4.081 -2.364 3.253
H: 5.633 6.198 -2.011
C: -0.998 -3.668 -0.351
O: -0.989 -1.347 1.698
H: -4.362 -2.627 -0.373
O: -2.846 -0.247 0.093
C: 3.289 0.054 2.071
H: 1.936 -2.797 3.114
Pd: 0.004 -0.052 -0.180
H: -2.718 -1.352 -2.082
C: 4.731 -0.446 1.835
C: 2.592 -1.929 3.188
H: -5.962 1.379 -1.725
H: 5.654 -2.302 1.910
H: -3.931 -3.128 3.255
C: 4.675 5.037 -0.475
H: 5.450 -0.084 2.569
H: 4.640 -1.865 4.044
N: -2.457 1.017 -2.177
C: 2.366 2.130 -0.923
H: 1.725 -2.546 0.708
C: 4.969 5.371 -1.790
H: -1.478 -2.435 -2.715
N: 2.379 -1.079 2.040
H: 4.214 -3.441 3.349
N: -3.311 -2.342 1.420
H: -5.221 3.571 -0.551
C: 3.238 3.225 -1.218

## Properties
LUMO (eV): -0.468
2S+1: 1
Energy (eV): -60634.8631
Energy above the lowest of the compared OMol25 structures with the same formula, charge and spin (kcal per mole): 50.19
HOMO-LUMO gap (eV): 4.63
F_max (eV/Å): 1.169